Model 1:
Below is a cluster of 2 separate species, CH2NO3S in total, with properties calculated with ωB97M-V/def2-TZVPD.

```
8
Properties=species:S:1:pos:R:3:lowdin_charge:R:1
C 1.8102 0.4862 0.0233 -0.5527
N -1.4166 0.3699 -0.2463 -0.3188
O 1.4147 1.0119 0.9803 0.1364
O 2.2683 0.0307 -0.9366 0.1356
O -1.3782 -2.2452 0.4623 -0.8310
S -0.5370 -1.2482 -0.3319 0.5189
H -1.3716 0.5734 0.7318 -0.0415
H -0.7899 1.0214 -0.6829 -0.0470
```

Properties
Gap between HOMO and LUMO: 4.889 eV
Charge: -1
LUMO level: 3.45 eV
HOMO level: -1.43 eV



Model 2:
Below is a cluster of 2 separate species, CH2NO3S in total, with properties calculated with ωB97M-V/def2-TZVPD.

```
8
Properties=species:S:1:pos:R:3:lowdin_charge:R:1
C 2.4255 -0.6662 0.0573 -0.1596
N 1.3589 -1.1059 -0.1001 0.0190
O -2.4813 0.4443 -0.7874 -0.5436
O -0.6180 0.6041 0.9212 -0.3911
O -1.2534 -1.5984 -0.1630 -0.5622
S -1.9708 -0.3817 0.3275 0.6635
H -0.4931 1.3037 0.2781 0.0028
H 0.3659 -1.3696 -0.1408 -0.0288
```

Properties
Gap between HOMO and LUMO: 8.841 eV
Charge: -1
LUMO level: 4.04 eV
HOMO level: -4.80 eV



Model 3:
Below is the ion CH2NO3S with charge -1, with properties calculated with ωB97M-V/def2-TZVPD.

```
8
Properties=species:S:1:pos:R:3:lowdin_charge:R:1
O 1.8729 -0.0546 -0.0368 0.0153
C 0.7103 -0.4199 0.0790 -0.6620
O 0.4242 -1.7204 0.2229 -0.0032
N -0.4507 0.3741 0.1748 -0.6795
O -0.1014 1.6957 0.1774 -0.1307
S -1.9280 -0.3088 0.0342 0.3692
H -0.5398 -1.8086 0.0306 -0.0388
H 0.0125 2.2424 -0.6820 0.1297
```

Properties
Gap between HOMO and LUMO: 6.513 eV
SMILES string: O=C(O)N(O)[S-]
Charge: -1
LUMO level: 3.91 eV
HOMO level: -2.61 eV



Short version: model 3 is the least stable of them.



Model 1:
Below is the ion C4H10NS2 with charge +1, with properties calculated with ωB97M-V/def2-TZVPD.

```
17
Properties=species:S:1:pos:R:3:lowdin_charge:R:1
C -1.1615 0.3929 1.4785 -0.0278
N -0.3956 -0.4739 0.4887 -0.1297
C -1.2612 -0.4317 -0.7285 -0.0067
C 1.1662 0.0447 0.1026 -1.0105
S 1.4596 1.7277 0.6060 0.8593
C 1.7717 -0.4751 -1.1769 -0.3956
S 2.5061 -1.0901 0.3387 0.9312
H -0.6204 0.4060 2.4595 0.1309
H -1.1130 1.3229 1.0685 0.0289
H -2.1940 0.1188 1.5093 0.0960
H -0.2520 -1.3288 0.9327 0.1254
H -0.9840 0.4779 -1.3461 0.1435
H -1.1486 -1.3200 -1.2559 0.0713
H -2.3274 -0.4553 -0.3430 0.1248
H 1.1568 2.1926 -0.5990 -0.0981
H 1.0985 -1.2401 -1.8003 0.1422
H 2.2986 0.1315 -1.7348 0.0148
```

Properties
Gap between HOMO and LUMO: 10.353 eV
SMILES string: C[NH+](C)[C@]1(S)CS1
Charge: +1
LUMO level: -3.10 eV
HOMO level: -13.45 eV



Model 2:
Below is the ion C4H10NS2 with charge +1, with properties calculated with ωB97M-V/def2-TZVPD.

```
17
Properties=species:S:1:pos:R:3:lowdin_charge:R:1
C 0.3617 0.2189 1.9149 -0.0474
C 0.1860 0.0022 0.4121 -0.7768
C 1.3306 -0.5232 -0.3687 -0.0703
N -1.1164 -0.7663 0.3238 0.1584
S -0.2663 1.6010 -0.3549 0.9215
C -0.6032 1.2423 -2.1694 -0.9690
S -1.1426 2.3979 -3.0850 0.7612
H -0.2145 0.8799 2.4557 0.0655
H 0.3863 -0.8735 2.3420 0.1494
H 1.3169 0.5936 1.9773 0.0665
H 1.1062 -1.1592 -1.1215 0.0598
H 1.9449 -1.1086 0.2365 0.0832
H 1.9551 0.2065 -0.8901 0.1134
H -1.9842 -0.3143 0.6925 0.1891
H -1.4736 -0.8699 -0.5756 0.1069
H -1.1389 -1.7811 0.6642 0.2132
H -0.6480 0.2538 -2.4539 -0.0248
```

Properties
Gap between HOMO and LUMO: 8.537 eV
SMILES string: CC(C)([NH3+])SC=S
Charge: +1
LUMO level: -4.06 eV
HOMO level: -12.59 eV



Short version: model 1 is the least stable of them.



Model 1:
Below is a cluster of 2 separate species, C4H10NS2 in total, with properties calculated with ωB97M-V/def2-TZVPD.

```
17
Properties=species:S:1:pos:R:3:lowdin_charge:R:1
C 3.2072 0.7485 -0.0263 -0.9932
C -2.7253 -0.1573 0.5150 0.0075
C -0.7539 -0.8006 -0.8969 -0.0219
C -1.3776 0.1580 0.1021 -0.3959
N -0.7367 1.0647 0.6271 0.2010
S 4.5429 0.0421 -0.8879 0.8057
S 1.9802 -0.1753 0.4814 0.7038
H 3.2202 1.8381 0.0853 0.0350
H -2.9485 0.2856 1.4421 0.0882
H -3.5729 0.0916 -0.0516 0.1007
H -2.8871 -1.2422 0.4685 0.1220
H -1.5123 -1.4100 -1.4100 0.1081
H -0.2998 -1.4411 -0.0837 0.0964
H 0.0930 -0.3832 -1.4813 0.0867
H -0.9057 1.6900 1.4310 0.1848
H 4.3793 -1.2252 -0.6846 -0.1334
H 0.2971 0.9163 0.3697 0.0045
```

Properties
Gap between HOMO and LUMO: 8.695 eV
Charge: +1
LUMO level: -4.20 eV
HOMO level: -12.89 eV



Model 2:
Below is a cluster of 2 separate species, C4H10NS2 in total, with properties calculated with ωB97M-V/def2-TZVPD.

```
17
Properties=species:S:1:pos:R:3:lowdin_charge:R:1
C 1.3692 -1.2913 0.2253 -0.5549
C 1.5670 0.9194 -0.6444 0.0339
C 3.0303 0.0391 1.1128 0.0215
C -3.5936 -0.0046 -0.8675 -0.4859
N 1.9834 -0.1933 0.1938 -0.2063
S 0.5666 -2.6123 0.3555 1.0344
S -3.3542 -0.2239 0.9362 0.5472
H 0.5027 1.0936 -0.8640 0.1240
H 1.9771 0.8943 -1.6125 0.1056
H 1.6817 1.7651 -0.0650 0.0871
H 2.9135 0.8860 1.6933 0.0955
H 3.7697 0.4522 0.4280 0.1260
H 3.2612 -0.9353 1.5185 0.1220
H -2.9954 0.8737 -1.2057 0.0433
H -4.6267 0.1684 -0.9559 0.0005
H -3.4865 -0.8691 -1.4268 -0.0065
H -4.5659 -0.9620 1.1784 -0.0872
```

Properties
Gap between HOMO and LUMO: 5.996 eV
Charge: +1
LUMO level: -5.68 eV
HOMO level: -11.68 eV



Model 3:
Below is a cluster of 2 separate species, C4H10NS2 in total, with properties calculated with ωB97M-V/def2-TZVPD.

```
17
Properties=species:S:1:pos:R:3:lowdin_charge:R:1
C -1.8808 -0.7194 3.2977 -1.0986
C 0.9518 1.4731 -1.9889 -0.0006
C 1.3061 -1.0588 -1.7342 0.0204
C 1.0950 0.2624 -1.1466 -0.3360
N 0.8518 0.4011 0.0975 0.2326
S -3.4838 -1.4025 3.6328 0.7464
S -1.6533 0.5879 2.3732 0.5613
H -1.0319 -1.3916 3.6659 0.0391
H 0.8585 2.4572 -1.5104 0.0981
H 1.6130 1.6669 -2.8267 0.0972
H -0.0851 1.3506 -2.5364 0.1634
H 2.2297 -1.0497 -2.2164 0.0892
H 0.5546 -1.3079 -2.5814 0.1553
H 1.1636 -1.7820 -0.9082 0.1113
H 1.0589 1.3193 0.6025 0.1906
H -4.1858 -0.4553 3.1028 -0.1524
H 0.6376 -0.3514 0.6768 0.0826
```

Properties
Gap between HOMO and LUMO: 7.629 eV
Charge: +1
LUMO level: -4.44 eV
HOMO level: -12.07 eV



Short version: model 2 is the least stable of them.



Model 1:
Below is an isolated molecule of CH4N2O2S, with properties calculated with ωB97M-V/def2-TZVPD.

```
10
Properties=species:S:1:pos:R:3:lowdin_charge:R:1
O -1.6461 -0.9356 0.1099 0.0550
C -0.7146 -0.1786 -0.0239 -0.5888
N -0.6059 0.9910 0.7923 -0.0160
O 0.6773 1.4394 0.9405 -0.0424
N 0.3747 -0.3286 -0.8933 -0.3577
S 0.4978 -1.6765 -1.9520 0.7563
H -1.0178 0.8415 1.6935 0.1327
H 0.4957 2.3747 0.9315 0.1035
H 1.2484 0.1069 -0.6238 0.0721
H 0.6905 -2.6340 -0.9747 -0.1146
```

Properties
Gap between HOMO and LUMO: 10.250 eV
SMILES string: O=C(NO)NS
LUMO level: 0.56 eV
HOMO level: -9.69 eV



Model 2:
Below is a cluster of 2 separate species, CH4N2O2S in total, with properties calculated with ωB97M-V/def2-TZVPD.

```
10
Properties=species:S:1:pos:R:3:lowdin_charge:R:1
C -1.0563 -0.8217 -0.2833 0.0189
N -1.6351 -1.0925 -1.3147 0.1421
N -0.2489 1.0220 -0.5372 -0.2491
O 0.1882 0.4413 1.8888 -0.5190
O 2.1436 0.5603 0.3030 -0.3269
S 0.6393 1.3822 0.8603 0.8561
H -0.6840 -0.9539 0.6888 0.0562
H -1.9541 -1.9951 -1.4601 0.0520
H 2.3399 0.4231 1.2253 -0.0212
H 0.2673 1.0344 -1.3708 -0.0092
```

Properties
Gap between HOMO and LUMO: 9.903 eV
LUMO level: 0.53 eV
HOMO level: -9.37 eV



Model 3:
Below is a structure of composition CH4N2O2S, with properties calculated with ωB97M-V/def2-TZVPD.

```
10
Properties=species:S:1:pos:R:3:lowdin_charge:R:1
C 1.0287 -0.1269 0.2628 -0.4284
N 1.0248 -1.0580 -0.6414 0.1584
N -0.6717 0.7714 0.1758 -0.4690
O 1.6643 0.2790 1.1839 0.1030
O -0.9719 0.6134 1.5810 -0.1551
S -1.6520 -0.1679 -0.8567 0.7745
H 0.1694 -0.8687 -1.2313 -0.0014
H 1.8080 -1.5197 -0.7900 0.0643
H -0.3311 1.1834 1.9607 0.0486
H -2.0685 0.8940 -1.6448 -0.0949
```

Properties
Gap between HOMO and LUMO: 9.387 eV
LUMO level: 0.63 eV
HOMO level: -8.76 eV



Model 4:
Below is an isolated molecule of CH4N2O2S, with properties calculated with ωB97M-V/def2-TZVPD.

```
10
Properties=species:S:1:pos:R:3:lowdin_charge:R:1
O -0.2225 1.9508 -0.2043 -0.0044
C 0.0378 0.7131 -0.0549 -0.5659
N 1.3409 0.1549 0.1888 -0.0914
O 1.6874 -1.0846 -0.2055 -0.0282
N -0.8867 -0.2231 0.1946 -0.3931
S -2.4738 -0.2812 -0.2268 0.8063
H 2.0484 0.9994 0.0594 0.1994
H 1.8972 -0.8362 -1.1456 0.1387
H -0.5044 -1.1110 0.3418 0.0580
H -2.9243 -0.2821 1.0525 -0.1193
```

Properties
Gap between HOMO and LUMO: 10.001 eV
SMILES string: O=C(NO)NS
LUMO level: 0.36 eV
HOMO level: -9.64 eV



Short version: model 2 is the least stable of them.